# C4H6N2

An isolated molecule of C4H6N2 (wB97M-V/def2-TZVPD, the OMol25 dataset).

Last column: natural (NBO) charge in e.
Element x y z (Å)
N  -1.935  -0.857  0.166  -0.45
N  -0.582  0.958  0.126  -0.53
C  1.726  0.025  -0.303  -0.65
C  0.209  -0.083  -0.191  0.10
C  -0.658  -1.211  -0.164  -0.11
C  -1.866  0.422  0.461  0.14
H  -0.410  -2.254  -0.565  0.21
H  -0.341  1.868  0.448  0.41
H  1.991  0.652  -1.179  0.22
H  -2.545  1.031  1.128  0.20
H  2.171  -0.965  -0.541  0.23
H  2.239  0.415  0.614  0.22

Properties
* structure (SMILES): Cc1cnc[nH]1
* frontier orbital gap: 0.3360 Eh
* net charge: 0

# C4H6N2

An isolated molecule of C4H6N2 (wB97M-V/def2-TZVPD, the OMol25 dataset).

Last column: natural (NBO) charge in e.
Element x y z (Å)
N  -1.087  -0.294  -0.157  -0.29
N  -0.252  0.455  -0.985  -0.24
C  0.796  -0.872  0.709  -0.50
C  0.844  0.315  -0.323  -0.06
C  0.132  1.525  -0.081  -0.30
C  -0.575  -1.145  0.603  0.06
H  -0.545  1.507  0.803  0.21
H  -0.024  2.522  -0.499  0.23
H  0.914  -0.416  1.613  0.23
H  -1.262  -2.063  1.056  0.23
H  1.431  -1.730  0.585  0.22
H  1.678  0.110  -1.022  0.21

Properties
* structure (SMILES): C1=NN2C[C@H]2C1
* frontier orbital gap: 0.3743 Eh
* net charge: 0

# C4H6N2

A cluster of 2 separate species, C4H6N2 in total (wB97M-V/def2-TZVPD, the OMol25 dataset).

Last column: natural (NBO) charge in e.
Element x y z (Å)
N  -0.419  1.224  0.235  -0.55
N  -3.137  -0.364  0.376  -0.27
C  -2.172  -0.247  -0.195  0.26
C  -0.905  0.062  -0.619  -0.26
C  1.621  -0.312  0.102  -0.71
C  0.206  -0.006  0.330  0.19
H  2.397  0.535  0.027  0.23
H  1.728  -0.849  -0.837  0.23
H  -0.900  0.209  -1.763  0.24
H  0.131  1.911  -0.189  0.37
H  1.959  -1.090  0.783  0.26
H  -0.508  -1.073  1.749  0.01

Properties
* frontier orbital gap: 0.3371 Eh
* net charge: 0

# C4H6N2

A structure of composition C4H6N2 (wB97M-V/def2-TZVPD, the OMol25 dataset).

Last column: natural (NBO) charge in e.
Element x y z (Å)
N  -2.093  1.340  -0.860  -0.40
N  -1.359  -0.946  0.618  -0.86
C  1.252  -0.218  -0.753  -0.40
C  -0.074  0.032  -0.011  0.07
C  -1.246  0.675  -0.429  0.24
C  1.257  0.594  0.515  -0.40
H  1.461  1.673  0.474  0.24
H  1.446  0.276  -1.717  0.24
H  1.687  0.118  1.393  0.24
H  1.683  -1.214  -0.697  0.24
H  -1.966  -0.632  1.385  0.40
H  -1.907  -1.545  -0.005  0.39

Properties
* frontier orbital gap: 0.3412 Eh
* net charge: 0

| no. | LUMO energy (eV) | HOMO level (eV) | maximum force (eV/Å) |
| --- | --- | --- | --- |
| 1 | 0.9 | -8.3 | 3.35 |
| 2 | 1.1 | -9.1 | 11.15 |
| 3 | 0.0 | -9.1 | 4.17 |
| 4 | 0.8 | -8.5 | 3.77 |